1.
DFT (the ωB97M-V functional and the def2-TZVPD basis) results for 2 unconnected molecules or ions with the total composition CH6N2S2.

CARTESIAN COORDINATES (ANGSTROEM)
H 1.27180 0.87382 -1.76389
N 0.65494 0.26956 -1.24272
C -0.21325 -0.35624 -1.94120
N -1.11874 -1.12607 -1.26521
H -0.31039 -0.37196 -3.02942
H -1.59235 -1.89293 -1.69954
H -1.08800 -0.99807 -0.27139
S -0.11987 1.36523 3.46330
S 0.81381 1.30882 1.81953
H 0.50278 0.84114 4.53369
H 1.19928 0.08670 1.39685

As for the molecular weight: 110.2 g/mol. Its lowest unoccupied orbital energy is 0.841 eV. Its SMILES is [H]/N=C/N.SS. Its HOMO-LUMO gap is 9.13 eV. The spin multiplicity is 1. The energy above the lowest of the compared OMol25 structures with the same formula, charge and spin is 22.5 kcal/mol.

Now the Löwdin charges, all in e:
1 H 0.033
2 N 0.035
3 C -0.369
4 N 0.068
5 H 0.115
6 H 0.082
7 H 0.083
8 S 0.167
9 S 0.163
10 H -0.190
11 H -0.187

2.
DFT (the ωB97M-V functional and the def2-TZVPD basis) results for 2 unconnected molecules or ions with the total composition CH6N3.

CARTESIAN COORDINATES (ANGSTROEM)
C -0.74022 -0.39864 0.11092
N 0.34742 -0.86328 -0.04099
N -1.97048 -0.38597 0.07921
N 1.56348 -0.27674 -0.19687
H 0.42257 1.57413 1.16265
H -2.57256 -0.14808 0.84234
H -2.63319 -0.31397 -0.70015
H 2.26790 -0.98765 0.06764
H 0.78954 1.07150 0.71363
H 1.65668 0.28943 -1.03091

As for the molecular weight: 60.1 g/mol. Its lowest unoccupied orbital energy is -4.494 eV. Its HOMO-LUMO gap is 10.82 eV. The spin multiplicity is 1. Its charge is +1. The energy above the lowest of the compared OMol25 structures with the same formula, charge and spin is 116.3 kcal/mol.

Now the Löwdin charges, all in e:
1 C -0.155
2 N 0.089
3 N 0.256
4 N 0.046
5 H 0.102
6 H 0.156
7 H 0.183
8 H 0.152
9 H 0.035
10 H 0.136

3.
DFT (the ωB97M-V functional and the def2-TZVPD basis) results for 2 unconnected molecules or ions with the total composition CH6N3O.

CARTESIAN COORDINATES (ANGSTROEM)
C 0.08062 0.36145 0.54046
N 0.38911 1.62494 0.71973
N 0.23244 -0.23272 -0.62958
N -0.12147 -1.51924 -0.91699
O -0.27950 -0.35526 1.58549
H 1.03285 2.22985 0.10711
H 0.15889 2.04589 1.55205
H -0.43178 1.03749 -1.96102
H 0.62744 -2.10591 -1.32811
H -0.63155 -1.30801 1.43801
H -1.05705 -1.77848 -1.10715

As for the molecular weight: 76.1 g/mol. Its lowest unoccupied orbital energy (spin up / spin down) is -3.628 / -7.513 eV. As for the expectation value of S²: 2.005. Its HOMO-LUMO gap (spin up / spin down) is 9.76 / 8.08 eV. The spin multiplicity is 3. Its charge is +1. The energy above the lowest of the compared OMol25 structures with the same formula, charge and spin is 0.0 kcal/mol.

Now the Löwdin charges, all in e:
1 C -0.504
2 N 0.240
3 N 0.014
4 N 0.182
5 O 0.151
6 H 0.197
7 H 0.105
8 H 0.131
9 H 0.164
10 H 0.195
11 H 0.124

4.
DFT (the ωB97M-V functional and the def2-TZVPD basis) results for a single CH6N3PS molecule.

CARTESIAN COORDINATES (ANGSTROEM)
N -1.27104 -1.59367 0.02939
P -1.17941 0.11279 -0.52185
N -1.74640 0.80030 0.93258
N 0.66746 0.22757 -0.25436
C 1.75924 -0.01437 -0.70109
S 3.71377 0.15226 0.34253
H -0.56128 -1.75448 0.78125
H -1.05304 -2.19568 -0.68669
H -1.92766 1.77901 1.02190
H -2.47078 0.33578 1.42969
H 2.06782 -0.57604 -1.56102
H 4.38557 0.03449 -0.71423

As for the molecular weight: 123.1 g/mol. Its lowest unoccupied orbital energy is 0.487 eV. Its SMILES is NP(N)/N=C/S. Its HOMO-LUMO gap is 8.87 eV. The spin multiplicity is 1. The energy above the lowest of the compared OMol25 structures with the same formula, charge and spin is 56.6 kcal/mol.

Now the Löwdin charges, all in e:
1 N -0.194
2 P 0.797
3 N -0.217
4 N -0.189
5 C -0.412
6 S 0.453
7 H 0.050
8 H -0.038
9 H 0.020
10 H 0.017
11 H 0.037
12 H -0.325

5.
DFT (the ωB97M-V functional and the def2-TZVPD basis) results for a single CH6N4O molecule.

CARTESIAN COORDINATES (ANGSTROEM)
H -2.40317 0.47104 -0.28782
N -2.02608 -0.34724 0.22369
C -0.72610 -0.26384 0.15618
N 0.04333 0.36512 -0.83051
N 0.98690 1.38856 -0.52561
N 0.07379 -0.97054 1.08090
O 1.24728 -1.45762 0.61523
H -0.57429 0.72708 -1.51945
H 1.76204 0.81268 -0.19152
H 0.69743 1.93757 0.22793
H -0.52456 -1.74745 1.35043
H 1.44342 -0.91537 -0.29945

As for the molecular weight: 90.1 g/mol. Its lowest unoccupied orbital energy is 0.734 eV. Its SMILES is [H]/N=C(\NN)NO. Its HOMO-LUMO gap is 9.80 eV. The spin multiplicity is 1. The energy above the lowest of the compared OMol25 structures with the same formula, charge and spin is 95.2 kcal/mol.

Now the Löwdin charges, all in e:
1 H 0.044
2 N 0.110
3 C -0.488
4 N -0.077
5 N 0.045
6 N -0.056
7 O -0.099
8 H 0.109
9 H 0.069
10 H 0.060
11 H 0.131
12 H 0.151

6.
DFT (the ωB97M-V functional and the def2-TZVPD basis) results for 3 unconnected molecules or ions with the total composition CH6N4O2.

CARTESIAN COORDINATES (ANGSTROEM)
C 1.94877 0.04443 -0.01172
N 2.63560 -0.15551 1.14036
N 1.30575 1.24747 -0.14802
N -0.91740 0.41027 0.08110
N -0.03024 1.26747 -0.22800
O -0.49515 -0.76622 0.72164
O 1.89823 -0.84990 -0.83957
H 2.85728 0.65690 1.72985
H 3.09194 -1.05572 1.29203
H -0.88460 -1.44277 0.10655
H -2.66820 1.04967 -0.82088
H -0.55435 2.09041 -0.49652
H -3.13397 1.51221 -1.37143

As for the molecular weight: 106.1 g/mol. Its lowest unoccupied orbital energy (spin up / spin down) is 0.226 / 0.226 eV. Its HOMO-LUMO gap (spin up / spin down) is 9.40 / 9.40 eV. The spin multiplicity is 1. The energy above the lowest of the compared OMol25 structures with the same formula, charge and spin is 96.7 kcal/mol.

Now the Löwdin charges, all in e:
1 C -0.691
2 N 0.150
3 N 0.106
4 N -0.055
5 N -0.036
6 O -0.036
7 O 0.027
8 H 0.109
9 H 0.117
10 H 0.132
11 H -0.005
12 H 0.150
13 H 0.031

7.
DFT (the ωB97M-V functional and the def2-TZVPD basis) results for a single CH6N4O3S molecule.

CARTESIAN COORDINATES (ANGSTROEM)
H -0.16154 -2.63181 0.23142
N -0.36208 -1.96667 1.07294
C -0.49872 -0.75195 0.96934
N -0.82610 0.23668 1.83510
N -0.16095 0.10353 -0.50799
N 0.45614 -0.75837 -1.35025
S 0.82668 1.41071 -0.19480
O 2.03628 0.80739 0.29648
O 0.21244 2.37907 0.67700
O 1.06466 2.01069 -1.65209
H -0.92092 0.11691 2.83303
H -0.66312 1.20410 1.73980
H 1.55972 -0.53908 -1.24448
H 0.39712 -0.51725 -2.32113
H 0.89135 2.92594 -1.97434

As for the molecular weight: 154.2 g/mol. Its lowest unoccupied orbital energy is 0.143 eV. Its SMILES is [H]/N=C(/N)N(N)S(=O)(=O)O. Its HOMO-LUMO gap is 9.91 eV. The spin multiplicity is 1. The energy above the lowest of the compared OMol25 structures with the same formula, charge and spin is 42.9 kcal/mol.

Now the Löwdin charges, all in e:
1 H 0.113
2 N 0.136
3 C -0.423
4 N 0.127
5 N -0.259
6 N -0.052
7 S 0.593
8 O -0.271
9 O -0.290
10 O -0.157
11 H 0.116
12 H 0.032
13 H 0.133
14 H 0.069
15 H 0.134

8.
DFT (the ωB97M-V functional and the def2-TZVPD basis) results for 2 unconnected molecules or ions with the total composition CH6N4S.

CARTESIAN COORDINATES (ANGSTROEM)
C -0.02482 -0.05357 0.11162
N 1.81794 1.37152 -0.11635
N -0.50176 -0.18112 -1.19807
N -0.55801 0.97255 0.85979
N 1.54437 0.18064 -0.00187
S 2.43428 -1.20355 0.21556
H -0.11568 -1.33526 0.92247
H 2.70047 1.60029 -0.50888
H -0.13639 -0.98403 -1.60172
H -1.51936 -0.57197 -1.10564
H -0.16610 1.04771 1.80450
H -0.61322 1.90252 0.45814

As for the molecular weight: 106.2 g/mol. Its lowest unoccupied orbital energy (spin up / spin down) is -0.193 / -0.194 eV. Its HOMO-LUMO gap (spin up / spin down) is 8.39 / 8.38 eV. The spin multiplicity is 1. The energy above the lowest of the compared OMol25 structures with the same formula, charge and spin is 60.3 kcal/mol.

Now the Löwdin charges, all in e:
1 C -0.607
2 N 0.093
3 N 0.058
4 N 0.037
5 N -0.712
6 S 0.516
7 H 0.189
8 H 0.062
9 H 0.034
10 H 0.145
11 H 0.097
12 H 0.086

9.
DFT (the ωB97M-V functional and the def2-TZVPD basis) results for a single CH6N4S molecule.

CARTESIAN COORDINATES (ANGSTROEM)
N -1.60609 -1.49215 0.22949
N -0.37226 -1.10803 -0.32360
C 0.34130 0.01892 0.00481
S 2.04071 -0.02098 0.01343
N -0.30477 1.13052 0.24423
N -1.57494 1.48770 -0.19817
H -2.37219 -1.08681 -0.25388
H -1.62324 -1.18389 1.22543
H 0.17086 -1.90007 -0.59361
H 0.28093 1.91456 0.40225
H -1.80393 1.10782 -1.13172
H -2.34524 1.24428 0.44410

As for the molecular weight: 106.2 g/mol. Its lowest unoccupied orbital energy is 0.497 eV. Its SMILES is NNC(=S)NN. Its HOMO-LUMO gap is 8.72 eV. The spin multiplicity is 1. The energy above the lowest of the compared OMol25 structures with the same formula, charge and spin is 12.3 kcal/mol.

Now the Löwdin charges, all in e:
1 N 0.019
2 N -0.100
3 C -0.904
4 S 0.528
5 N -0.097
6 N 0.018
7 H 0.047
8 H 0.104
9 H 0.097
10 H 0.102
11 H 0.099
12 H 0.087

10.
DFT (the ωB97M-V functional and the def2-TZVPD basis) results for 2 unconnected molecules or ions with the total composition CH6NO.

CARTESIAN COORDINATES (ANGSTROEM)
O -0.14870 1.70570 -1.70869
H -0.70063 1.02048 -1.28007
C 0.47048 -0.83254 1.45187
N -0.38244 -0.80875 0.29184
H 0.03789 -0.26431 2.22350
H 1.50717 -0.34866 1.15365
H 0.75357 -1.94312 1.61961
H -0.14550 -1.43454 -0.41786
H -0.40871 -0.01893 -0.38343

As for the molecular weight: 48.1 g/mol. Its lowest unoccupied orbital energy is 4.241 eV. Its HOMO-LUMO gap is 6.61 eV. The spin multiplicity is 1. Its charge is -1. The energy above the lowest of the compared OMol25 structures with the same formula, charge and spin is 25.7 kcal/mol.

Now the Löwdin charges, all in e:
1 O -0.669
2 H -0.228
3 C -0.226
4 N -0.102
5 H 0.028
6 H 0.088
7 H 0.081
8 H 0.018
9 H 0.010

11.
DFT (the ωB97M-V functional and the def2-TZVPD basis) results for 2 unconnected molecules or ions with the total composition CH6NO.

CARTESIAN COORDINATES (ANGSTROEM)
N 0.41392 0.89205 1.30081
H 1.02066 0.14941 0.95597
H -0.47608 0.77914 0.81992
H 0.73632 1.83204 1.05299
H 0.29346 0.83280 2.31564
O 0.05464 -0.93433 -0.58472
C -0.51979 -1.12908 -1.63142
H -0.97078 -2.10707 -1.84050
H -0.55235 -0.31496 -2.38870

As for the molecular weight: 48.1 g/mol. Its lowest unoccupied orbital energy is -3.998 eV. Its HOMO-LUMO gap is 10.81 eV. The spin multiplicity is 1. Its charge is +1. The energy above the lowest of the compared OMol25 structures with the same formula, charge and spin is 7.1 kcal/mol.

Now the Löwdin charges, all in e:
1 N 0.313
2 H 0.128
3 H 0.134
4 H 0.164
5 H 0.165
6 O -0.055
7 C -0.055
8 H 0.101
9 H 0.104

12.
DFT (the ωB97M-V functional and the def2-TZVPD basis) results for 2 unconnected molecules or ions with the total composition CH6NO.

CARTESIAN COORDINATES (ANGSTROEM)
O -0.36722 -1.74115 0.38037
H -0.72413 0.08623 0.20579
H -0.65335 -2.06255 -0.43149
H -0.13817 -2.46535 0.87702
C 0.84750 1.15339 -0.39887
N -0.37159 1.03969 -0.08257
H 1.43794 0.32255 -0.35230
H 1.49541 2.03423 -0.46464
H -0.96380 1.81590 0.09383

As for the molecular weight: 48.1 g/mol. Its lowest unoccupied orbital energy is -5.583 eV. Its HOMO-LUMO gap is 11.27 eV. The spin multiplicity is 1. Its charge is +1. The energy above the lowest of the compared OMol25 structures with the same formula, charge and spin is 14.8 kcal/mol.

Now the Löwdin charges, all in e:
1 O 0.034
2 H 0.132
3 H 0.041
4 H 0.034
5 C 0.170
6 N 0.215
7 H 0.084
8 H 0.143
9 H 0.147

Quick rundown of total energy, same order as above: -947.542029, -205.572027, -280.759286, -945.460149, -335.844934, -411.034472, -884.534143, -658.775188, -658.851756, -171.628657, -171.415630, -171.403445 Ha